{"formula": "C10H6Cl2O", "method": "wB97M-V/def2-TZVPD", "total_charge": 0, "total_energy_ev": -37555.1455, "homo_lumo_gap_ev": 8.11, "lumo_energy_ev": -0.57, "relative_energy_kcal_mol": 0.0, "smiles": "C#Cc1ccccc1.O=C=C(Cl)Cl", "species": ["C", "C", "C", "C", "C", "C", "C", "C", "H", "H", "H", "H", "H", "H", "O", "C", "C", "Cl", "Cl"], "positions_angstrom": [[-1.645978, -1.465861, -2.004279], [-1.213733, -0.705763, -1.161257], [-0.914744, 0.162630, -0.124134], [-1.658462, 0.059879, 1.037817], [-1.463383, 1.076943, 1.965772], [-0.442029, 2.025803, 1.815766], [0.429251, 1.945926, 0.745842], [0.128744, 1.133351, -0.305038], [-2.289036, -1.789943, -2.791994], [-2.185154, -0.845020, 1.224713], [-2.327488, 1.304336, 2.638224], [-0.170355, 2.746247, 2.541054], [1.306550, 2.627865, 0.707679], [0.723232, 1.258861, -1.263178], [3.863919, -0.539721, -0.473151], [3.043523, -1.310696, -0.726259], [2.134646, -2.178437, -1.097889], [1.158226, -3.099534, 0.029413], [1.522271, -2.406866, -2.759103]], "atomic_forces_ev_per_a": [[-0.064, 1.368, 0.642], [-1.102, -2.161, -2.224], [1.913, 1.157, -0.091], [1.654, 1.061, 0.131], [-1.467, 1.420, 0.570], [-0.103, -1.428, -0.028], [0.805, 1.188, -0.078], [-0.089, -0.861, -1.102], [0.376, -0.460, -0.016], [-1.038, -0.124, 0.007], [1.295, -0.599, 0.182], [-0.475, 0.647, 0.884], [-0.783, -0.516, -0.066], [-1.000, -0.665, 1.214], [0.217, 0.122, 0.270], [-0.263, -0.078, -0.647], [-1.850, -1.149, -0.684], [0.793, 0.521, 0.045], [1.181, 0.556, 0.992]]}